Formula: C53H42FeN3O4P2S
Source: the Open Molecules 2025 dataset
Level of theory: ωB97M-V/def2-TZVPD

Last column: Löwdin spin population.
Atoms and positions in Å:
Fe -0.0780 0.5749 -0.4455  4.092
O -0.1608 -1.6792 -0.6990  0.121
S 0.1986 -1.8701 0.7812  0.024
C 1.3748 -3.1587 0.8657  0.007
C 1.0172 -4.4637 1.1257  0.003
C 1.9679 -5.4856 1.2689  0.000
C 3.2888 -5.1488 1.1475  0.002
C 4.5292 -5.9910 1.2737  0.000
C 5.6985 -5.0359 0.9276  0.000
C 5.0427 -3.7081 0.6625  0.000
C 5.5641 -2.5084 0.2676  0.001
C 4.6715 -1.4527 0.0271  0.003
C 3.2956 -1.5216 0.2101  0.012
P 2.4616 0.0031 -0.3842  0.059
C 3.1392 0.1685 -2.0617  0.004
C 3.6300 1.3713 -2.5601  0.004
C 4.0532 1.4494 -3.8813  0.000
C 3.9852 0.3357 -4.7023  0.004
C 3.4948 -0.8664 -4.2053  -0.001
C 3.0713 -0.9516 -2.8920  0.004
C 3.1593 1.3903 0.5762  0.009
C 2.6185 2.6569 0.3317  0.005
C 3.0212 3.7529 1.0769  0.000
C 3.9589 3.5959 2.0896  0.004
C 4.4913 2.3419 2.3469  0.001
C 4.0960 1.2427 1.5955  0.004
C 2.7349 -2.7665 0.6458  0.002
C 3.6492 -3.8217 0.8265  0.000
C -1.2585 -2.4221 1.6105  0.003
C -1.0589 -2.8987 2.8893  0.001
C -2.0911 -3.4551 3.6584  0.000
C -3.3225 -3.5701 3.0733  0.001
C -4.5877 -4.2167 3.5719  0.000
C -5.6141 -4.0151 2.4302  0.000
C -4.8617 -3.2656 1.3637  -0.001
C -5.2449 -2.8378 0.1279  0.003
C -4.3317 -2.0566 -0.6037  0.007
C -3.0553 -1.7326 -0.1793  0.027
P -2.3194 -0.3717 -1.1533  0.174
C -3.4762 1.0495 -1.1995  0.030
C -4.7206 0.9833 -1.8389  0.007
C -5.5366 2.0972 -1.9151  0.002
C -5.1243 3.3062 -1.3669  0.000
C -3.8886 3.3958 -0.7479  0.000
C -3.0724 2.2759 -0.6728  0.004
C -2.2655 -0.9514 -2.8555  0.011
C -2.4726 -0.0622 -3.9112  0.014
C -2.3703 -0.5088 -5.2185  -0.001
C -2.0620 -1.8363 -5.4763  0.016
C -1.8501 -2.7224 -4.4278  -0.001
C -1.9452 -2.2842 -3.1181  0.013
C -2.5635 -2.3447 1.0284  0.001
C -3.5363 -3.0265 1.7898  0.000
H -0.0316 -4.7065 1.2428  0.000
H 1.6471 -6.4973 1.4762  0.000
H 4.4877 -6.8535 0.6083  0.000
H 4.6151 -6.3826 2.2885  0.000
H 6.2546 -5.3719 0.0518  0.000
H 6.4170 -4.9575 1.7441  0.000
H 6.6230 -2.3663 0.0983  0.000
H 5.0908 -0.5318 -0.3622  0.000
H 3.7108 2.2445 -1.9276  0.000
H 4.4446 2.3829 -4.2627  0.000
H 4.3195 0.4004 -5.7290  0.000
H 3.4438 -1.7378 -4.8442  0.000
H 2.6811 -1.8899 -2.5133  0.000
H 1.8926 2.8082 -0.4617  0.000
H 2.6032 4.7282 0.8662  0.000
H 4.2740 4.4495 2.6745  0.000
H 5.2216 2.2144 3.1349  0.000
H 4.5085 0.2699 1.8276  0.000
H -0.0547 -2.8893 3.2999  0.000
H -1.8847 -3.8297 4.6517  0.000
H -4.9174 -3.7588 4.5052  0.000
H -4.4195 -5.2730 3.7849  0.000
H -6.4820 -3.4426 2.7595  0.000
H -5.9922 -4.9634 2.0476  0.000
H -6.2269 -3.0413 -0.2776  0.000
H -4.6666 -1.6766 -1.5588  0.001
H -5.0501 0.0708 -2.3154  0.000
H -6.4918 2.0263 -2.4175  0.000
H -5.7617 4.1775 -1.4357  0.000
H -3.5521 4.3344 -0.3294  0.000
H -2.1144 2.3836 -0.1742  0.002
H -2.7151 0.9756 -3.7207  0.000
H -2.5323 0.1816 -6.0350  0.000
H -1.9901 -2.1835 -6.4984  0.001
H -1.6111 -3.7572 -4.6331  0.000
H -1.7703 -2.9700 -2.3012  0.000
O 0.2157 2.1030 -3.7964  0.030
N 0.1279 1.5490 -2.7573  0.001
O -0.1882 2.1845 -1.6547  0.118
O 0.3109 0.3184 -2.5611  0.092
N -2.9830 0.7188 1.9356  0.003
C -1.7713 0.9051 2.5160  0.006
C -1.7355 1.1276 3.9110  0.002
C -0.5402 1.2390 4.5592  0.001
C 0.6418 1.1141 3.8163  0.003
C 0.5298 0.9062 2.4742  0.007
N -0.6418 0.8117 1.7888  0.055
H -3.7951 0.9667 2.4751  0.000
H -3.0951 0.8108 0.9386  0.001
H -2.6725 1.1992 4.4464  0.000
H -0.5110 1.4139 5.6264  0.000
H 1.6185 1.1842 4.2714  0.000
H 1.4274 0.7966 1.8905  0.003

Largest force on an atom   0.0221 Eh/bohr
HOMO (spin up / spin down)   -12.87 / -12.87 eV
Total charge   +2
Expectation value of S²   8.7638
2S+1   6
Energy relative to the best compared isomer or geometry (same formula, charge and spin)   1.157 eV
E   -132087.64540 eV
Gap between HOMO and LUMO (spin up / spin down)   0.2910 / 0.2233 hartree
Lowest unoccupied orbital energy (spin up / spin down)   -0.182 / -0.250 Ha